#w
{"formula": "C4H8N2O3S", "method": "ωB97M-V with the def2-TZVPD basis set", "symbols": ["S", "O", "O", "O", "N", "N", "C", "C", "C", "C", "H", "H", "H", "H", "H", "H", "H", "H"], "positions_angstrom": [[1.014, 2.049, -0.434], [1.434, 3.020, 0.549], [-2.270, 0.163, 0.287], [2.144, -0.934, -0.195], [-0.470, 1.509, 0.026], [1.216, -0.677, 0.869], [-0.948, 0.355, 0.179], [-0.189, -0.932, 0.463], [-3.221, 1.114, 0.329], [3.401, -0.408, 0.246], [-2.690, 2.142, 0.243], [-0.854, -1.518, 1.253], [-0.214, -1.501, -0.519], [-3.758, 1.135, 1.367], [-3.891, 1.071, -0.496], [3.163, 0.641, 0.813], [3.993, -0.335, -0.674], [3.749, -1.282, 0.891]], "e_lumo_ev": [-0.436, -0.283], "total_charge": 0, "gap_ev": [7.2187, 9.1185]}


#x
{"formula": "C4H8N2O3S", "method": "ωB97M-V with the def2-TZVPD basis set", "symbols": ["S", "O", "O", "O", "N", "N", "C", "C", "C", "C", "H", "H", "H", "H", "H", "H", "H", "H"], "positions_angstrom": [[-0.770, -1.640, -2.459], [-0.216, -0.290, 1.508], [-0.262, -0.455, -3.070], [-0.049, -1.944, -1.267], [-2.538, -0.696, -1.534], [-2.448, 0.772, 0.470], [0.874, 0.041, 1.057], [-2.566, 0.008, -0.580], [0.911, 1.252, 0.219], [2.051, -0.808, 1.036], [-1.562, 0.605, 1.016], [0.479, 1.041, -0.820], [0.282, 2.082, 0.585], [2.269, -1.342, 1.961], [1.945, 1.694, 0.031], [1.966, -1.474, 0.097], [-3.270, 1.256, 0.825], [2.906, -0.104, 0.926]], "e_lumo_ev": 0.230, "total_charge": 0, "gap_ev": 10.4369}


Which of them is most stable? Easy: #x.


#w
{"formula": "C2H5NS", "method": "ωB97M-V with the def2-TZVPD basis set", "symbols": ["S", "N", "C", "C", "H", "H", "H", "H", "H"], "positions_angstrom": [[-0.828, 1.884, 1.509], [0.012, -0.140, 0.455], [0.383, -1.091, -0.655], [-0.094, 1.078, 0.168], [-0.445, -1.723, -0.787], [0.635, -0.489, -1.430], [0.254, 1.679, -0.650], [1.119, -1.747, -0.323], [-1.036, 0.550, 1.713]], "e_lumo_ev": 1.066, "total_charge": 0, "smiles": "C/N=C/S", "gap_ev": 9.9561}


#x
{"formula": "C2H5NS", "method": "ωB97M-V with the def2-TZVPD basis set", "symbols": ["S", "N", "C", "C", "H", "H", "H", "H", "H"], "positions_angstrom": [[-1.239, 1.082, -0.404], [1.574, 0.085, 0.546], [-1.994, -0.407, 0.243], [2.397, 0.330, -0.335], [-1.692, -0.469, 1.243], [-2.973, -0.228, 0.320], [1.997, 0.443, -1.341], [-1.576, -1.304, -0.345], [3.507, 0.468, 0.073]], "e_lumo_ev": [-2.747, -2.747], "total_charge": 0, "gap_ev": [5.2412, 5.3575]}


Which of them is most stable? Easy: #w.


#w
{"formula": "C5H13NSi", "method": "ωB97M-V with the def2-TZVPD basis set", "symbols": ["Si", "N", "C", "C", "C", "C", "C", "H", "H", "H", "H", "H", "H", "H", "H", "H", "H", "H", "H", "H"], "positions_angstrom": [[0.384, 0.631, 0.392], [0.381, -0.756, -0.593], [0.893, -1.125, 0.734], [-3.770, 2.357, -0.321], [1.819, 1.857, 0.084], [1.001, -1.509, -1.634], [-0.100, -1.917, 1.631], [-3.802, 2.963, 0.570], [1.653, 2.486, -0.849], [0.552, -2.591, -1.554], [0.128, -1.681, 2.678], [-4.424, 2.877, -1.025], [-1.105, -1.494, 1.331], [-3.013, 1.613, -0.337], [0.590, -1.302, -2.614], [1.950, -1.532, 0.709], [0.133, -2.983, 1.515], [2.097, -1.462, -1.675], [2.691, 1.225, -0.113], [1.944, 2.342, 1.070]], "e_lumo_ev": [-0.971, 0.212], "total_charge": 0, "gap_ev": [7.4236, 7.6633]}


#x
{"formula": "C5H13NSi", "method": "ωB97M-V with the def2-TZVPD basis set", "symbols": ["Si", "N", "C", "C", "C", "C", "C", "H", "H", "H", "H", "H", "H", "H", "H", "H", "H", "H", "H", "H"], "positions_angstrom": [[0.121, 0.946, 0.302], [1.434, 2.054, 0.257], [-0.212, 0.418, -2.372], [-0.271, -0.262, -1.019], [-0.431, -1.560, -0.803], [-0.270, -2.527, 0.375], [0.068, 0.621, 2.179], [-0.952, 1.147, -2.361], [-1.255, -3.083, 0.220], [-0.932, 0.017, 2.398], [-0.224, -1.925, 1.306], [0.561, -3.047, 0.163], [1.657, 2.567, 1.060], [0.972, 0.081, 2.589], [-1.561, 2.016, -0.350], [0.034, 1.521, 2.658], [2.043, 2.297, -0.460], [-0.648, -2.196, -1.777], [0.644, 0.948, -2.568], [-0.214, -0.325, -3.064]], "e_lumo_ev": 0.868, "total_charge": 0, "gap_ev": 9.0174}


#y
{"formula": "C5H13NSi", "method": "ωB97M-V with the def2-TZVPD basis set", "symbols": ["Si", "N", "C", "C", "C", "C", "C", "H", "H", "H", "H", "H", "H", "H", "H", "H", "H", "H", "H", "H"], "positions_angstrom": [[-0.070, -0.914, 0.726], [-0.935, -2.141, -0.088], [0.937, 0.817, -1.426], [0.784, 0.627, -0.128], [1.134, 1.682, 0.937], [0.703, -0.136, -2.566], [-1.888, -0.095, 1.790], [-2.710, -0.653, 1.481], [0.686, 1.445, 1.948], [-0.214, -0.757, -2.406], [1.157, -1.352, 1.496], [-1.808, -0.236, 2.854], [-2.076, 0.902, 1.573], [1.556, 1.700, -1.753], [-0.521, -3.085, -0.074], [0.815, 2.682, 0.609], [1.691, -0.512, -2.732], [-1.908, -2.022, 0.174], [2.258, 1.431, 0.995], [0.408, 0.616, -3.411]], "e_lumo_ev": 0.889, "total_charge": 0, "smiles": "C/C=C(/C)[Si@@H](C)N", "gap_ev": 9.6001}


Which of them is most stable? Easy: #y.


#w
{"formula": "C6H10NO", "method": "ωB97M-V with the def2-TZVPD basis set", "symbols": ["O", "N", "C", "C", "C", "C", "C", "C", "H", "H", "H", "H", "H", "H", "H", "H", "H", "H"], "positions_angstrom": [[-1.971, -0.110, -2.330], [-0.604, -1.106, -0.759], [-0.997, 0.083, -1.695], [-0.132, 1.278, -1.173], [-0.030, 1.004, 1.509], [0.711, -0.853, -0.111], [-1.236, -2.196, -0.796], [0.639, 0.759, 0.081], [-0.032, 2.057, 1.856], [0.551, 1.616, -1.924], [0.967, -1.455, 0.902], [-2.290, -2.221, -1.296], [0.296, 0.281, 2.191], [1.669, 0.984, 0.106], [1.394, -1.081, -0.913], [-1.091, -3.001, -0.084], [-0.915, 2.028, -0.918], [-1.160, 0.907, 1.419]], "e_lumo_ev": -5.459, "total_charge": 1, "smiles": "C=[N+]1C[C@H](C)CC1=O", "gap_ev": 10.3265}


#x
{"formula": "C6H10NO", "method": "ωB97M-V with the def2-TZVPD basis set", "symbols": ["O", "N", "C", "C", "C", "C", "C", "C", "H", "H", "H", "H", "H", "H", "H", "H", "H", "H"], "positions_angstrom": [[1.987, 1.170, -1.200], [-0.628, -0.890, -0.193], [-0.843, -1.434, -2.252], [0.153, -0.970, -1.418], [-0.973, 0.136, 1.991], [0.940, 0.584, 0.580], [-1.567, -0.681, -1.325], [-0.512, 0.332, 0.616], [-0.388, -0.594, 2.608], [-1.278, 1.126, 0.199], [-0.728, 0.981, 2.669], [1.450, 1.435, 1.072], [1.898, 1.714, -2.110], [-0.819, -1.796, 0.255], [1.503, -0.297, 0.776], [2.880, 1.176, -1.001], [-1.983, -0.307, 2.021], [-1.093, -1.683, -3.287]], "e_lumo_ev": [-4.471, -5.991], "total_charge": 1, "gap_ev": [8.4638, 5.8469]}


Which of them is most stable? Easy: #w.


#w
{"formula": "C6H10NO", "method": "ωB97M-V with the def2-TZVPD basis set", "symbols": ["O", "N", "C", "C", "C", "C", "C", "C", "H", "H", "H", "H", "H", "H", "H", "H", "H", "H"], "positions_angstrom": [[-0.986, -2.409, -0.514], [0.991, -0.276, -0.152], [0.610, 2.081, -0.399], [-1.294, 0.406, -0.314], [0.199, 0.777, -0.269], [-1.800, -0.518, 0.742], [-1.638, -1.847, 0.570], [2.398, -0.172, 0.119], [2.754, -1.182, 0.253], [-0.103, 2.811, -0.766], [-1.790, 1.367, -0.441], [-1.393, -0.118, -1.273], [2.937, 0.304, -0.722], [1.596, 2.430, -0.113], [-2.416, -0.074, 1.507], [-2.259, -2.555, 1.112], [-0.391, -1.707, -0.121], [2.584, 0.682, 0.780]], "e_lumo_ev": -8.376, "total_charge": 1, "gap_ev": 4.7343}


#x
{"formula": "C6H10NO", "method": "ωB97M-V with the def2-TZVPD basis set", "symbols": ["O", "N", "C", "C", "C", "C", "C", "C", "H", "H", "H", "H", "H", "H", "H", "H", "H", "H"], "positions_angstrom": [[1.763, 1.271, 1.306], [0.420, -0.305, -0.669], [0.766, 0.408, -1.843], [-0.489, -0.598, 1.593], [-0.791, 0.045, 0.133], [2.077, 0.501, -1.689], [-2.015, -0.381, -0.520], [1.667, 0.280, -0.369], [-1.184, -0.256, 2.315], [2.937, 0.823, -2.243], [2.394, 1.978, 1.365], [-3.015, -0.224, 0.031], [-1.892, -1.347, -0.913], [0.394, -1.395, -0.735], [0.519, -0.234, 1.800], [-0.839, 1.115, 0.400], [-2.284, 0.033, -1.456], [-0.428, -1.715, 1.494]], "e_lumo_ev": -5.562, "total_charge": 1, "gap_ev": 9.2321}


Which of them is most stable? Easy: #w.